{
  "formula": "C42H63BClN8O5S4Sr",
  "method": "ωB97M-V/def2-TZVPD",
  "elements": ["Sr", "C", "C", "C", "C", "N", "N", "B", "N", "N", "C", "C", "C", "C", "C", "S", "C", "C", "C", "C", "N", "N", "C", "C", "C", "C", "C", "S", "C", "C", "C", "C", "C", "S", "C", "C", "C", "C", "H", "H", "H", "H", "H", "H", "H", "H", "H", "H", "H", "H", "H", "H", "H", "H", "H", "H", "H", "H", "H", "H", "H", "H", "H", "H", "H", "H", "H", "H", "H", "H", "H", "H", "H", "H", "H", "H", "H", "O", "H", "H", "O", "H", "H", "Cl", "C", "C", "O", "O", "H", "H", "C", "N", "N", "C", "O", "C", "C", "C", "C", "C", "C", "C", "C", "C", "H", "H", "H", "H", "H", "H", "H", "H", "H", "H", "H", "H", "C", "S", "C", "H", "H", "H", "H", "H", "H"],
  "xyz": [[0.897743, 0.043560, -2.305441], [-3.620042, 0.017518, -2.905909], [-2.915750, 0.471664, -1.671071], [-3.130379, 1.702273, -1.130898], [-2.472109, 2.085363, 0.062561], [-1.673908, 1.261906, 0.667383], [-1.424981, 0.047846, 0.146171], [-0.727119, -0.865910, 1.185086], [-1.663751, -2.051461, 1.545868], [-2.957368, -2.115805, 1.753301], [-3.462184, -3.325334, 1.873848], [-2.635185, -4.473988, 1.791193], [-1.286926, -4.384338, 1.545275], [-0.359351, -5.542230, 1.384842], [-0.828149, -3.070785, 1.396501], [0.636787, -2.293792, 0.906386], [-4.973555, -3.384931, 2.049818], [-5.382035, -2.485762, 3.225659], [-5.608972, -2.856615, 0.752270], [-5.461317, -4.808212, 2.310521], [-0.299843, -0.047473, 2.398974], [-1.137374, -0.145719, 3.437212], [-0.920514, 0.574737, 4.493387], [0.197612, 1.445685, 4.560335], [1.053005, 1.555200, 3.511486], [2.233641, 2.467476, 3.524667], [0.771090, 0.770066, 2.340908], [1.710756, 0.883386, 0.934713], [-1.903312, 0.458214, 5.648980], [-3.060455, -0.475326, 5.291547], [-2.466764, 1.849571, 5.971822], [-1.158100, -0.095179, 6.872292], [-1.977918, -0.402708, -1.016012], [-1.552481, -1.908857, -1.674114], [-2.689881, 3.414805, 0.775555], [-1.333676, 4.009653, 1.176978], [-3.437613, 4.414021, -0.107147], [-3.514176, 3.128046, 2.040647], [-4.422175, 0.708107, -3.166135], [-4.023358, -0.985423, -2.767605], [-2.913100, -0.020821, -3.736890], [-3.818564, 2.386201, -1.610760], [-3.088242, -5.451032, 1.901155], [-0.884688, -6.489106, 1.495626], [0.442520, -5.496004, 2.125718], [0.112134, -5.512257, 0.398207], [-5.047961, -1.460228, 3.065418], [-4.952510, -2.845465, 4.165295], [-6.469828, -2.485405, 3.327908], [-5.304814, -1.824672, 0.567393], [-6.698706, -2.889504, 0.832851], [-5.309777, -3.461306, -0.108576], [-5.005021, -5.238378, 3.206621], [-5.267459, -5.471141, 1.462711], [-6.540562, -4.790577, 2.467860], [0.361625, 2.030771, 5.457897], [2.332004, 2.962014, 4.491180], [2.131723, 3.220827, 2.740198], [3.145368, 1.910364, 3.304278], [-3.605873, -0.111679, 4.417438], [-3.752600, -0.533331, 6.134776], [-2.705230, -1.482845, 5.064101], [-2.985938, 2.272781, 5.107360], [-1.686854, 2.550195, 6.280618], [-3.182623, 1.772951, 6.792821], [-0.753190, -1.089380, 6.665516], [-1.844332, -0.175172, 7.718747], [-0.332564, 0.554615, 7.174341], [-0.725019, 4.224710, 0.295736], [-0.774462, 3.315071, 1.807792], [-1.490916, 4.938661, 1.730937], [-2.911015, 4.595047, -1.048823], [-3.517477, 5.368781, 0.415558], [-4.454309, 4.082577, -0.334243], [-2.982548, 2.425865, 2.687970], [-4.486466, 2.693477, 1.790353], [-3.686632, 4.055386, 2.594300], [0.326204, 2.500379, -1.550784], [-0.096845, 2.767525, -2.380980], [1.191500, 2.934887, -1.544524], [2.860669, -1.287851, -1.148385], [2.853224, -2.263599, -1.183691], [2.952427, -1.034710, -0.218594], [-2.232258, 0.999815, -6.556043], [-1.032655, -0.248501, -6.171923], [-0.299253, -0.027564, -4.845370], [0.638424, -0.840234, -4.611419], [-0.670772, 0.875856, -4.055282], [-0.312628, -0.307255, -6.981235], [-1.546290, -1.205112, -6.105759], [7.459524, 1.377712, -3.971661], [6.040200, 1.266016, -4.272383], [5.075302, 1.669122, -3.365438], [3.871537, 1.087640, -3.685902], [2.819662, 1.360061, -3.064504], [4.134641, 0.238176, -4.796574], [5.462033, 0.365345, -5.102730], [6.270143, -0.330667, -6.139386], [5.269800, 2.695203, -2.401838], [4.913972, 2.438704, -1.084461], [5.049025, 3.443732, -0.138616], [5.560694, 4.681248, -0.505799], [5.921720, 4.925734, -1.824014], [5.762761, 3.936564, -2.783599], [7.581996, 1.956172, -3.061974], [7.980306, 1.890665, -4.777986], [7.903515, 0.393755, -3.820525], [3.395284, -0.354757, -5.314921], [5.625631, -0.961661, -6.746483], [7.036293, -0.962095, -5.682821], [6.771631, 0.384865, -6.793430], [4.518768, 1.466470, -0.818525], [4.759125, 3.253657, 0.887865], [5.677065, 5.460228, 0.237671], [6.314364, 5.893737, -2.108467], [6.013014, 4.118811, -3.822403], [1.307764, -4.051784, -3.192128], [2.476906, -4.396340, -1.867635], [3.984742, -4.539208, -2.841357], [1.495807, -3.102152, -3.693166], [0.307680, -4.017456, -2.759318], [1.334825, -4.856461, -3.927561], [3.908654, -5.363298, -3.551161], [4.808449, -4.740716, -2.158066], [4.189439, -3.611945, -3.377938]],
  "forces_ev_per_a": [[0.26, -0.15, 0.52], [0.02, 0.03, -0.04], [-0.04, 0.11, 0.02], [-0.03, -0.03, -0.06], [0.09, -0.06, -0.01], [0.03, 0.06, 0.12], [-0.18, -0.01, -0.21], [0.06, -0.01, 0.03], [-0.10, -0.13, 0.00], [-0.03, 0.08, 0.01], [0.01, -0.02, 0.03], [0.01, -0.05, 0.03], [-0.07, -0.06, 0.01], [0.03, -0.04, -0.02], [-0.02, 0.08, -0.05], [0.14, 0.08, -0.03], [-0.04, 0.05, -0.02], [0.01, -0.01, 0.00], [-0.03, 0.00, 0.00], [-0.01, -0.06, 0.00], [0.21, 0.22, 0.04], [-0.21, -0.11, 0.02], [-0.09, 0.03, 0.12], [0.06, 0.04, 0.01], [-0.07, -0.06, 0.02], [0.01, 0.05, 0.01], [-0.01, -0.04, -0.06], [0.08, -0.04, -0.03], [0.00, -0.04, 0.03], [0.02, 0.00, -0.05], [0.01, 0.05, -0.01], [0.01, -0.01, 0.03], [0.03, -0.09, 0.04], [0.00, 0.17, -0.01], [0.00, 0.04, 0.07], [0.04, -0.02, 0.00], [-0.02, 0.01, -0.04], [-0.02, 0.01, 0.02], [0.04, -0.01, 0.02], [-0.01, 0.01, 0.00], [-0.04, -0.01, 0.04], [0.01, -0.05, 0.00], [0.04, 0.03, -0.01], [0.01, 0.02, 0.00], [-0.03, 0.00, -0.03], [-0.01, 0.00, 0.05], [-0.02, -0.06, 0.00], [-0.02, 0.02, -0.06], [0.05, -0.01, -0.02], [-0.01, -0.04, 0.01], [0.07, 0.00, 0.00], [-0.02, 0.03, 0.05], [-0.02, 0.02, -0.04], [-0.01, 0.03, 0.05], [0.03, -0.01, -0.01], [0.02, -0.01, -0.05], [-0.02, -0.03, -0.05], [0.01, -0.02, 0.02], [-0.01, 0.00, 0.01], [0.05, -0.03, 0.06], [0.04, 0.01, -0.02], [-0.02, 0.06, 0.01], [0.03, -0.02, 0.06], [-0.04, -0.04, -0.02], [0.03, 0.00, -0.03], [-0.02, 0.06, 0.01], [0.04, 0.00, -0.04], [-0.04, -0.04, -0.01], [-0.04, -0.01, 0.05], [-0.05, 0.05, -0.04], [0.00, -0.04, -0.03], [-0.03, -0.01, 0.05], [0.01, -0.04, -0.01], [0.05, 0.02, 0.01], [-0.02, 0.03, -0.04], [0.04, 0.02, 0.01], [0.01, -0.06, -0.04], [-0.07, -0.05, -0.32], [0.06, 0.07, -0.02], [-0.07, -0.02, 0.01], [0.08, 0.19, -0.19], [-0.05, -0.12, 0.02], [-0.06, -0.03, -0.02], [0.00, 0.00, -0.01], [0.09, 0.01, 0.29], [-0.18, -0.02, -0.21], [-0.01, 0.06, -0.08], [0.10, -0.03, -0.03], [0.05, 0.04, -0.02], [-0.02, -0.02, 0.00], [-0.05, -0.07, 0.01], [0.03, 0.14, -0.01], [-0.04, -0.13, 0.11], [0.05, 0.08, 0.12], [-0.13, -0.07, 0.04], [-0.11, -0.09, -0.13], [0.02, 0.03, 0.02], [0.04, -0.01, -0.03], [0.02, 0.05, -0.05], [-0.04, 0.01, -0.02], [-0.01, -0.02, 0.00], [0.01, 0.04, 0.04], [0.01, 0.00, -0.02], [0.02, -0.04, 0.00], [-0.01, 0.02, 0.02], [-0.02, 0.00, -0.03], [-0.01, -0.02, 0.01], [0.06, 0.07, 0.08], [0.01, 0.01, 0.01], [-0.02, 0.02, -0.01], [-0.01, -0.02, 0.02], [0.02, 0.02, 0.01], [0.01, 0.00, -0.05], [0.00, -0.03, -0.03], [-0.01, -0.03, 0.00], [-0.01, 0.01, 0.04], [-0.19, -0.04, -0.13], [0.03, 0.01, 0.05], [0.10, -0.03, -0.10], [0.07, 0.02, 0.03], [0.06, 0.01, 0.04], [0.01, 0.02, 0.03], [-0.02, 0.03, 0.04], [-0.04, 0.00, 0.01], [-0.02, -0.02, 0.02]],
  "charge": 1,
  "energy_ev": -124113.757,
  "relative_energy_ev": 0.234
}

=====

{
  "formula": "C11H12BrCdCl",
  "method": "ωB97M-V/def2-TZVPD",
  "elements": ["C", "C", "C", "H", "C", "C", "H", "H", "H", "H", "Cd", "Br", "C", "C", "C", "H", "C", "C", "H", "H", "H", "H", "Cl", "C", "H", "H"],
  "xyz": [[0.060127, 1.021332, 1.844335], [-0.982610, 0.092358, 2.228737], [-0.451064, -1.226906, 2.137572], [-2.007363, 0.368963, 2.510118], [0.883610, -1.139692, 1.627556], [1.201540, 0.245178, 1.441815], [2.130388, 0.635036, 0.984037], [-0.005468, 2.114074, 1.895118], [-0.957432, -2.139317, 2.420322], [1.575651, -1.961412, 1.452848], [0.168128, 2.351714, -0.949631], [-1.474021, 4.034342, 0.443506], [2.250882, 3.338282, -2.184208], [3.145251, 2.992676, -1.140839], [2.732105, 3.648552, 0.055507], [4.117323, 2.503250, -1.272648], [1.588135, 4.428120, -0.241924], [1.199083, 4.161163, -1.613048], [0.482403, 4.755307, -2.186511], [2.420908, 3.164221, -3.254354], [3.340396, 3.724265, 0.970197], [1.152909, 5.177877, 0.425892], [-1.698349, 0.317531, -2.750372], [-0.874876, 0.351816, -1.247426], [-1.596798, 0.022896, -0.497354], [-0.076511, -0.401911, -1.307898]],
  "forces_ev_per_a": [[-0.09, -1.16, 0.04], [1.13, 0.35, -0.08], [0.62, 0.90, -0.42], [0.52, -0.12, -0.01], [-0.40, 0.85, 0.23], [-0.61, -0.15, 0.24], [-0.54, -0.19, 0.50], [-0.02, -0.55, -0.13], [-0.11, -0.10, -0.07], [-0.19, 0.03, -0.04], [-1.73, -1.93, 0.80], [-0.96, 0.38, 0.15], [0.46, 0.03, 0.50], [0.24, 0.67, -0.46], [0.14, 0.98, -0.63], [-0.61, -0.14, 0.06], [0.92, -0.24, -0.02], [1.49, 1.16, -0.16], [0.22, -0.29, 0.28], [-0.34, -0.22, 0.55], [-0.61, -0.30, -0.41], [-0.14, -0.75, -0.35], [-1.38, -0.17, -2.54], [1.91, 0.36, 1.57], [0.43, 0.43, 0.19], [-0.33, 0.19, 0.20]],
  "charge": -2,
  "energy_ev": -98729.264
}

=====

{
  "formula": "C6H12",
  "method": "ωB97M-V/def2-TZVPD",
  "elements": ["C", "C", "C", "C", "C", "C", "H", "H", "H", "H", "H", "H", "H", "H", "H", "H", "H", "H"],
  "xyz": [[-1.071812, 0.765907, 0.853295], [-1.216314, -0.661840, 0.347338], [0.089540, -1.470593, 0.402514], [1.114077, -0.973855, -0.579772], [2.197260, -0.273113, -0.259184], [-0.089395, 2.223012, -0.988340], [-0.273374, 1.383061, 0.318651], [-0.695606, 0.792492, 1.883804], [-2.013687, 1.317646, 0.824099], [-1.972720, -1.168640, 0.961278], [-1.605413, -0.654402, -0.678631], [-0.137647, -2.524772, 0.196834], [0.503417, -1.426481, 1.418905], [0.904885, -1.178264, -1.632056], [2.432073, -0.033064, 0.776381], [2.879581, 0.107228, -1.014303], [0.112198, 1.332808, -1.622104], [-1.157055, 2.442873, -1.208706]],
  "forces_ev_per_a": [[-0.18, 0.00, -0.02], [-0.03, -0.01, -0.07], [0.05, -0.03, 0.05], [0.17, 0.10, 0.03], [-0.12, -0.11, -0.03], [-0.30, -0.20, -0.01], [0.10, 0.04, -0.08], [0.03, 0.03, -0.18], [0.16, -0.07, -0.05], [0.10, 0.08, -0.07], [0.06, -0.01, 0.13], [0.03, 0.16, 0.02], [-0.06, 0.02, -0.13], [0.04, 0.03, 0.14], [-0.05, -0.06, -0.13], [-0.11, -0.09, 0.10], [-0.06, 0.12, 0.18], [0.17, -0.02, 0.11]],
  "energy_ev": -6411.459,
  "relative_energy_ev": 5.482
}

=====

Values for HOMO energy, eV, ordered as above
-10.217 0.009 -8.856
Values for LUMO energy, Eh, ordered as above
-0.08897 0.19971 -0.00205
Values for orbital gap, eV, ordered as above
7.796 5.425 8.801